Entry P
{"formula": "C9H14", "method": "ωB97M-V with the def2-TZVPD basis set", "s2": 0.7576, "multiplicity": 2, "charge": -1, "e_homo_ha": [0.042, -0.136], "symbols": ["C", "C", "H", "H", "H", "H", "H", "H", "C", "C", "C", "C", "C", "C", "C", "H", "H", "H", "H", "H", "H", "H", "H"], "coordinates": [[-0.326, -3.080, -1.137], [-0.834, -3.925, 0.040], [0.604, -2.598, -0.816], [-0.102, -3.642, -2.040], [-0.987, -2.234, -1.319], [-1.760, -4.413, -0.301], [-1.305, -3.293, 0.788], [-0.112, -4.607, 0.460], [0.088, 2.949, -1.639], [1.048, 0.290, 0.927], [0.825, 0.917, -0.318], [0.492, 0.823, 2.125], [0.236, 2.171, -0.376], [-0.114, 2.050, 2.061], [-0.162, 2.787, 0.825], [1.573, -0.659, 0.879], [1.201, 0.403, -1.188], [0.638, 0.255, 3.035], [-0.501, 2.506, 2.968], [1.066, 3.326, -1.967], [-0.573, 3.814, -1.521], [-0.557, 3.788, 0.924], [-0.435, 2.375, -2.411]]}



Entry Q
{"formula": "C9H14", "method": "ωB97M-V with the def2-TZVPD basis set", "s2": 0.7616, "multiplicity": 2, "charge": -1, "e_homo_ha": [0.033, -0.120], "symbols": ["C", "C", "C", "C", "C", "C", "C", "H", "H", "H", "H", "H", "H", "H", "H", "C", "C", "H", "H", "H", "H", "H", "H"], "coordinates": [[-2.360, 0.112, -1.613], [0.221, 0.001, -1.687], [-1.079, -0.436, -1.166], [1.339, -0.513, -1.200], [-1.073, -1.402, -0.156], [1.370, -1.485, -0.107], [0.161, -1.683, 0.543], [0.204, 0.752, -2.394], [2.385, -0.243, -1.495], [-2.922, -0.603, -2.244], [-2.212, 1.037, -2.112], [-2.098, -1.698, 0.112], [2.298, -2.112, 0.119], [0.172, -2.343, 1.386], [-2.982, 0.487, -0.901], [1.511, 1.246, 1.402], [0.056, 1.310, 1.777], [1.862, 2.036, 0.779], [2.242, 1.452, 2.219], [1.854, 0.332, 0.979], [-0.032, 1.418, 2.913], [-0.405, 0.343, 1.598], [-0.513, 1.991, 1.248]]}



Entry R
{"formula": "C9H14", "method": "ωB97M-V with the def2-TZVPD basis set", "s2": 0.7595, "multiplicity": 2, "charge": -1, "e_homo_ha": [0.036, -0.123], "symbols": ["C", "C", "H", "H", "H", "H", "H", "H", "C", "C", "C", "C", "C", "C", "C", "H", "H", "H", "H", "H", "H", "H", "H"], "coordinates": [[0.100, 1.765, -1.063], [-1.003, 1.178, -1.993], [0.552, 2.656, -1.525], [-0.516, 2.072, -0.212], [0.971, 1.164, -0.789], [-0.763, 1.411, -3.016], [-1.938, 1.670, -1.634], [-1.374, 0.200, -1.680], [-0.139, 0.801, 2.364], [0.642, -2.353, -0.625], [-0.654, -1.933, -0.476], [1.648, -1.784, 0.122], [-0.853, -0.856, 0.437], [1.351, -0.769, 1.103], [0.006, -0.346, 1.396], [0.894, -3.168, -1.311], [-1.511, -2.115, -1.128], [2.695, -2.027, -0.006], [-1.874, -0.381, 0.468], [2.165, -0.329, 1.670], [-0.554, 1.658, 1.857], [0.852, 0.984, 2.777], [-0.698, 0.501, 3.264]]}



We find entry P to be the most stable, with the next structure 18.9 kcal/mol higher.



Entry P
{"formula": "C4H14O2S", "method": "ωB97M-V with the def2-TZVPD basis set", "smiles": "CCCSC.O.O", "e_homo_ha": -0.308, "symbols": ["C", "C", "C", "S", "C", "H", "H", "H", "H", "H", "H", "H", "H", "H", "H", "H", "H", "O", "H", "H", "O"], "coordinates": [[-0.537, 2.860, -1.171], [-0.273, 1.562, -0.452], [-0.624, 0.401, -1.448], [-0.505, -1.384, -1.110], [1.284, -1.789, -0.879], [-0.203, 2.833, -2.209], [0.041, 3.697, -0.768], [-1.600, 3.084, -1.098], [0.808, 1.356, -0.419], [-0.828, 1.480, 0.479], [-1.660, 0.556, -1.765], [0.092, 0.405, -2.266], [1.789, -1.210, -1.651], [1.429, -2.833, -1.155], [1.578, -1.597, 0.136], [2.901, 1.051, 4.175], [1.699, 1.334, 3.436], [1.945, 1.141, 4.369], [-1.680, -4.170, 1.390], [-3.188, -4.397, 1.528], [-2.469, -4.381, 0.879]]}



Entry Q
{"formula": "C4H14O2S", "method": "ωB97M-V with the def2-TZVPD basis set", "smiles": "CCCSC.O.O", "e_homo_ha": -0.309, "symbols": ["C", "C", "C", "S", "C", "H", "H", "H", "H", "H", "H", "H", "H", "H", "H", "H", "H", "O", "H", "H", "O"], "coordinates": [[0.364, 3.103, -0.837], [0.478, 1.609, -1.079], [-0.909, 0.975, -0.832], [-1.032, -0.650, -1.524], [-0.093, -1.838, -0.575], [-0.387, 3.579, -1.470], [1.280, 3.661, -0.926], [-0.025, 3.261, 0.170], [0.765, 1.484, -2.121], [1.173, 1.037, -0.462], [-1.250, 1.024, 0.206], [-1.533, 1.727, -1.303], [-0.057, -2.756, -1.157], [-0.607, -2.100, 0.349], [0.907, -1.517, -0.473], [0.071, 0.815, 2.415], [0.760, 0.666, 3.634], [1.000, 0.844, 2.706], [0.182, -5.314, 0.635], [-0.403, -4.420, 1.579], [-0.683, -5.189, 1.063]]}



We find entry Q to be the most stable, with the next structure 2.7 kcal/mol higher.



Entry P
{"formula": "C4H14O2S", "method": "ωB97M-V with the def2-TZVPD basis set", "smiles": "CCCSC.O.O", "e_homo_ha": -0.310, "symbols": ["C", "C", "C", "S", "C", "H", "H", "H", "H", "H", "H", "H", "H", "H", "H", "H", "H", "O", "H", "H", "O"], "coordinates": [[-1.045, 1.398, -1.560], [-0.785, 0.117, -2.406], [0.524, -0.487, -1.775], [0.020, -2.193, -0.970], [1.518, -2.563, -0.075], [-0.301, 2.181, -1.818], [-2.090, 1.679, -1.509], [-0.953, 1.255, -0.407], [-0.691, 0.341, -3.460], [-1.506, -0.713, -2.298], [0.992, 0.069, -1.021], [1.045, -0.760, -2.646], [1.805, -3.545, -0.244], [2.328, -1.917, -0.316], [1.407, -2.543, 1.010], [0.300, 2.879, 2.392], [0.280, 2.114, 3.701], [0.586, 2.035, 2.769], [-1.883, 0.328, 3.661], [-0.541, 0.127, 3.092], [-1.009, 0.199, 3.882]]}



Entry Q
{"formula": "C4H14O2S", "method": "ωB97M-V with the def2-TZVPD basis set", "smiles": "CCCCS.O.O", "e_homo_ha": -0.338, "symbols": ["C", "C", "C", "C", "S", "H", "H", "H", "H", "H", "H", "H", "H", "H", "H", "H", "H", "O", "H", "H", "O"], "coordinates": [[-1.297, 1.449, -1.438], [-0.304, 0.710, -0.547], [1.203, 1.183, -0.740], [2.322, 0.475, 0.032], [3.769, 1.599, 0.080], [-2.343, 1.098, -1.415], [-1.036, 1.225, -2.515], [-1.186, 2.616, -1.259], [-0.508, 0.961, 0.536], [-0.426, -0.382, -0.627], [1.565, 1.122, -1.833], [1.206, 2.277, -0.413], [2.034, 0.285, 1.056], [2.548, -0.456, -0.515], [4.539, 1.067, -0.931], [-1.788, -1.484, 3.967], [-0.669, -2.336, 3.291], [-1.633, -2.416, 3.571], [-2.655, -2.534, 0.559], [-2.334, -3.243, -0.767], [-3.006, -3.216, -0.092]]}



We find entry Q to be the most stable, with the next structure 9.4 kcal/mol higher.



Entry P
{"formula": "C47H58As3N4O3PTi", "method": "ωB97M-V with the def2-TZVPD basis set", "s2": 0.7568, "multiplicity": 2, "charge": 1, "e_homo_ha": [-0.367, -0.375], "symbols": ["Ti", "O", "C", "C", "C", "C", "C", "C", "C", "N", "N", "C", "O", "C", "C", "C", "C", "C", "C", "H", "H", "H", "H", "H", "H", "H", "H", "H", "H", "O", "N", "C", "C", "C", "C", "C", "C", "C", "P", "C", "C", "C", "C", "C", "C", "C", "C", "C", "C", "C", "C", "H", "H", "H", "H", "H", "H", "H", "H", "H", "H", "H", "H", "H", "H", "H", "H", "C", "As", "C", "C", "C", "C", "C", "As", "C", "C", "C", "As", "C", "C", "H", "H", "H", "H", "H", "H", "H", "H", "H", "H", "H", "H", "H", "H", "H", "H", "H", "H", "H", "H", "H", "H", "H", "H", "H", "H", "H", "C", "C", "C", "N", "H", "H", "H", "H", "H"], "coordinates": [[-0.273, 0.045, -0.295], [0.895, -1.436, -0.090], [1.255, -2.560, -0.707], [2.491, -3.147, -0.428], [2.856, -4.330, -1.046], [2.012, -4.945, -1.965], [0.814, -4.342, -2.289], [0.425, -3.143, -1.682], [-0.719, -2.436, -2.202], [-1.038, -1.232, -1.878], [-2.010, -0.677, -2.707], [-2.140, 0.580, -2.419], [-1.500, 1.156, -1.439], [-3.039, 1.427, -3.235], [-4.050, 0.850, -4.000], [-4.892, 1.652, -4.751], [-4.724, 3.030, -4.753], [-3.711, 3.607, -4.000], [-2.872, 2.810, -3.239], [3.138, -2.667, 0.295], [3.812, -4.779, -0.810], [2.303, -5.870, -2.442], [0.168, -4.783, -3.038], [-1.282, -2.903, -3.008], [-4.167, -0.225, -3.997], [-5.682, 1.203, -5.339], [-5.382, 3.654, -5.344], [-3.573, 4.681, -4.009], [-2.075, 3.250, -2.652], [1.899, 0.280, -2.345], [1.265, 1.139, -1.447], [1.455, 2.354, -1.777], [0.918, 3.593, -1.207], [1.292, 4.721, -1.952], [0.881, 5.997, -1.614], [0.078, 6.175, -0.500], [-0.296, 5.073, 0.251], [0.108, 3.778, -0.070], [-0.490, 2.450, 1.042], [0.429, 2.711, 2.591], [0.190, 1.806, 3.624], [0.898, 1.889, 4.811], [1.868, 2.871, 4.973], [2.119, 3.767, 3.945], [1.401, 3.691, 2.758], [-2.168, 3.059, 1.441], [-3.121, 3.087, 0.422], [-4.406, 3.539, 0.675], [-4.759, 3.961, 1.951], [-3.813, 3.948, 2.964], [-2.520, 3.505, 2.712], [2.045, -0.533, -1.839], [2.106, 2.502, -2.637], [1.916, 4.587, -2.826], [1.184, 6.839, -2.220], [-0.262, 7.161, -0.214], [-0.931, 5.225, 1.115], [-0.538, 1.014, 3.489], [0.697, 1.185, 5.608], [2.424, 2.937, 5.899], [2.872, 4.536, 4.066], [1.616, 4.393, 1.964], [-2.855, 2.756, -0.570], [-5.131, 3.560, -0.129], [-5.764, 4.306, 2.151], [-4.074, 4.288, 3.958], [-1.794, 3.517, 3.513], [-0.183, -1.819, 5.009], [-0.096, -1.808, 3.040], [1.678, -2.624, 2.928], [-1.079, -3.464, 2.588], [-2.612, -3.391, 2.529], [-3.149, -2.773, 3.823], [-3.128, -2.625, 1.303], [-2.763, -0.716, 0.962], [-4.257, -0.469, -0.273], [-3.574, 0.174, 2.501], [-3.195, -4.825, 2.478], [-3.092, -6.133, 0.982], [-1.412, -5.716, 0.051], [-4.309, -5.305, -0.328], [-0.186, -2.836, 5.400], [-1.064, -1.294, 5.375], [0.705, -1.305, 5.379], [1.835, -3.296, 3.772], [2.438, -1.844, 2.933], [1.759, -3.188, 2.003], [-0.776, -4.237, 3.301], [-0.676, -3.755, 1.614], [-2.788, -1.757, 3.972], [-2.839, -3.368, 4.684], [-4.241, -2.742, 3.815], [-4.222, -2.685, 1.295], [-2.789, -3.125, 0.393], [-5.186, -0.707, 0.245], [-4.138, -1.120, -1.138], [-4.288, 0.566, -0.611], [-3.966, 1.134, 2.172], [-2.859, 0.339, 3.306], [-4.395, -0.441, 2.866], [-4.275, -4.766, 2.653], [-2.795, -5.372, 3.336], [-0.556, -5.944, 0.685], [-1.350, -4.681, -0.279], [-1.363, -6.363, -0.825], [-5.233, -5.016, 0.173], [-4.555, -6.056, -1.078], [-3.887, -4.434, -0.828], [5.486, -0.060, 2.041], [4.514, 1.066, 2.397], [3.175, 0.821, 1.874], [2.121, 0.630, 1.464], [6.469, 0.158, 2.453], [5.581, -0.166, 0.962], [5.147, -1.011, 2.452], [4.852, 2.023, 1.998], [4.424, 1.187, 3.479]]}



Entry Q
{"formula": "C47H58As3N4O3PTi", "method": "ωB97M-V with the def2-TZVPD basis set", "s2": 0.7547, "multiplicity": 2, "charge": 1, "e_homo_ha": [-0.356, -0.373], "symbols": ["Ti", "O", "C", "C", "C", "C", "C", "C", "C", "N", "N", "C", "O", "C", "C", "C", "C", "C", "C", "H", "H", "H", "H", "H", "H", "H", "H", "H", "H", "O", "N", "C", "C", "C", "C", "C", "C", "C", "P", "C", "C", "C", "C", "C", "C", "C", "C", "C", "C", "C", "C", "H", "H", "H", "H", "H", "H", "H", "H", "H", "H", "H", "H", "H", "H", "H", "H", "C", "As", "C", "C", "C", "C", "C", "As", "C", "C", "C", "As", "C", "C", "H", "H", "H", "H", "H", "H", "H", "H", "H", "H", "H", "H", "H", "H", "H", "H", "H", "H", "H", "H", "H", "H", "H", "H", "H", "H", "H", "C", "C", "C", "N", "H", "H", "H", "H", "H"], "coordinates": [[-0.840, 0.105, -0.365], [-1.530, -1.103, 0.831], [-2.541, -1.924, 1.062], [-2.612, -2.619, 2.272], [-3.625, -3.534, 2.474], [-4.590, -3.774, 1.492], [-4.540, -3.071, 0.309], [-3.516, -2.143, 0.074], [-3.530, -1.326, -1.109], [-2.632, -0.439, -1.370], [-2.961, 0.400, -2.449], [-2.336, 1.528, -2.283], [-1.537, 1.761, -1.284], [-2.623, 2.640, -3.215], [-2.975, 2.397, -4.537], [-3.256, 3.455, -5.386], [-3.207, 4.759, -4.913], [-2.870, 5.004, -3.589], [-2.569, 3.948, -2.745], [-1.858, -2.426, 3.026], [-3.671, -4.074, 3.410], [-5.371, -4.497, 1.666], [-5.290, -3.227, -0.453], [-4.376, -1.403, -1.792], [-3.039, 1.376, -4.888], [-3.523, 3.263, -6.416], [-3.439, 5.583, -5.575], [-2.841, 6.019, -3.216], [-2.291, 4.125, -1.717], [-1.573, 1.222, 2.023], [-0.486, 1.551, 1.195], [-0.093, 2.774, 1.286], [1.028, 3.442, 0.614], [1.418, 4.634, 1.242], [2.486, 5.375, 0.775], [3.183, 4.929, -0.339], [2.798, 3.760, -0.968], [1.722, 3.000, -0.516], [1.320, 1.476, -1.459], [1.063, 2.143, -3.132], [1.198, 1.308, -4.245], [0.952, 1.788, -5.522], [0.561, 3.108, -5.705], [0.420, 3.939, -4.608], [0.664, 3.460, -3.330], [3.022, 0.784, -1.444], [3.892, 0.697, -2.523], [5.174, 0.191, -2.351], [5.606, -0.217, -1.101], [4.750, -0.115, -0.012], [3.467, 0.372, -0.186], [-1.815, 2.029, 2.526], [-0.600, 3.415, 2.015], [0.873, 4.973, 2.112], [2.771, 6.288, 1.273], [4.022, 5.491, -0.719], [3.349, 3.424, -1.838], [1.518, 0.282, -4.115], [1.076, 1.136, -6.375], [0.369, 3.484, -6.699], [0.102, 4.963, -4.741], [0.529, 4.121, -2.483], [3.593, 1.043, -3.502], [5.838, 0.128, -3.200], [6.607, -0.603, -0.971], [5.084, -0.416, 0.972], [2.800, 0.448, 0.675], [0.534, -0.712, 4.962], [1.229, -0.348, 3.165], [2.305, 1.221, 3.664], [2.735, -1.611, 3.163], [2.488, -2.980, 2.502], [3.662, -3.868, 2.943], [2.546, -2.864, 0.974], [1.162, -2.009, -0.184], [2.232, -2.385, -1.800], [-0.070, -3.514, -0.341], [1.153, -3.532, 3.009], [0.372, -5.341, 2.649], [1.002, -6.209, 4.292], [1.576, -6.336, 1.452], [0.025, -1.673, 4.983], [-0.182, 0.062, 5.237], [1.349, -0.719, 5.688], [2.959, 0.991, 4.505], [1.646, 2.044, 3.949], [2.912, 1.547, 2.819], [3.046, -1.751, 4.203], [3.565, -1.113, 2.652], [4.607, -3.352, 2.776], [3.698, -4.805, 2.397], [3.590, -4.093, 4.007], [2.608, -3.867, 0.536], [3.475, -2.355, 0.699], [1.944, -3.360, -2.193], [3.290, -2.400, -1.538], [2.079, -1.629, -2.572], [0.485, -4.418, -0.602], [-0.791, -3.294, -1.133], [-0.615, -3.680, 0.586], [0.357, -2.838, 2.701], [1.174, -3.505, 4.105], [0.521, -5.749, 5.155], [2.083, -6.130, 4.395], [0.723, -7.263, 4.267], [1.599, -5.922, 0.449], [1.137, -7.333, 1.384], [2.586, -6.435, 1.833], [0.062, -1.981, -5.876], [-1.059, -1.333, -5.065], [-0.671, -1.115, -3.681], [-0.339, -0.934, -2.597], [-0.296, -2.196, -6.878], [0.388, -2.913, -5.419], [0.921, -1.318, -5.954], [-1.961, -1.950, -5.062], [-1.335, -0.354, -5.467]]}



We find entry P to be the most stable, with the next structure 23.7 kcal/mol higher.